DFT (ωB97M-V/def2-TZVPD) results for 5 unconnected molecules or ions with the total composition C20H40O5.

Structure (ORCA input):
```
! wB97M-V def2-TZVPD RIJCOSX def2/J DEFGRID3
* xyz 0 1
C -0.9539 1.7192 0.9327
C -2.3221 1.9595 1.5071
C -2.1915 3.2867 2.2093
O -0.9698 3.9705 1.7714
C -0.1832 3.0691 0.9673
H -1.0819 1.1784 -0.0049
H -0.4910 0.9959 1.6040
H -2.7646 1.1748 2.1206
H -3.0374 2.0764 0.6930
H -2.1875 3.2860 3.2993
H -2.9344 4.0759 2.0937
H 0.8434 3.0357 1.3322
H -0.1625 3.5006 -0.0334
C -1.0024 -4.6754 -0.2969
C 0.0466 -4.0699 0.5579
C 1.2304 -4.2232 -0.3957
O 0.9877 -5.2843 -1.2691
C -0.3023 -5.7967 -0.9934
H -1.4858 -4.0789 -1.0705
H -1.8918 -5.0336 0.2217
H 0.1994 -4.5630 1.5179
H -0.1582 -3.0410 0.8536
H 2.1151 -4.3583 0.2265
H 1.1903 -3.2429 -0.8706
H -0.2844 -6.6755 -0.3488
H -0.7826 -6.0809 -1.9297
C 1.1375 0.3745 0.4025
C 0.8294 0.3449 -1.1032
C 1.2790 -1.1127 -1.4882
O 2.5386 -1.0876 -0.8873
C 2.4975 -0.4428 0.4115
H 0.2447 0.0036 0.9058
H 1.1875 1.3685 0.8470
H 1.4849 1.1002 -1.5367
H -0.1782 0.5484 -1.4660
H 1.3173 -1.3034 -2.5607
H 0.7111 -1.9158 -1.0184
H 3.3638 0.2068 0.5369
H 2.5472 -1.1003 1.2794
C -2.9564 -1.6457 -0.0141
C -3.0256 -0.7715 1.2109
C -1.6540 -1.0564 1.8332
O -0.7841 -1.6873 0.8715
C -1.4561 -1.6421 -0.4072
H -3.6730 -1.4105 -0.8010
H -3.1235 -2.7077 0.1656
H -3.8603 -0.9693 1.8833
H -3.0782 0.2628 0.8709
H -1.9046 -1.8300 2.5590
H -1.1493 -0.1692 2.2156
H -1.1457 -2.5149 -0.9817
H -1.1059 -0.7890 -0.9882
C 2.1113 4.6706 -1.4358
C 2.8769 3.6815 -2.1688
C 2.3913 2.3588 -1.6030
O 1.8903 2.6187 -0.3070
C 1.4689 3.9945 -0.1652
H 1.3282 5.1632 -2.0122
H 2.7669 5.4797 -1.1137
H 3.9652 3.6436 -2.1203
H 2.6270 3.9306 -3.2001
H 3.1842 1.6122 -1.6478
H 1.5318 1.9870 -2.1608
H 1.9949 4.4267 0.6861
H 0.3941 4.1746 -0.1865
*
```

Frontier orbital gap, eV: 9.208
Relative energy (zero: lowest compared OMol25 entry of this formula, charge and spin), kcal/mol: 344.1
HOMO level, Ha: -0.31979
LUMO level, eV: 0.51
Largest force on an atom, hartree/bohr: 0.160
SMILES: C1CCOC1.C1CCOC1.C1CCOC1.C1CCOC1.C1CCOC1

DFT (ωB97M-V/def2-TZVPD) results for a molecular structure, C20H40P2SiSn.

Structure (ORCA input):
```
! wB97M-V def2-TZVPD RIJCOSX def2/J DEFGRID3
* xyz 2 1
P -5.7739 -0.7969 -2.0729
P -4.2456 -3.7046 -2.4067
C -6.5062 -2.1186 -3.1437
C -6.0574 -3.5531 -2.7865
H -6.2406 -1.8684 -4.1859
H -7.5984 -2.0153 -3.0385
H -6.6089 -3.9371 -1.9119
H -6.2529 -4.2306 -3.6338
C -3.6749 -3.8712 -4.1509
H -2.5955 -4.0657 -4.1772
H -3.8905 -2.9586 -4.7222
H -4.2198 -4.7148 -4.5953
C -4.1180 -5.4387 -1.8470
H -4.4498 -6.1239 -2.6399
H -4.7355 -5.5798 -0.9488
H -3.0700 -5.6480 -1.5949
C -6.3533 0.7075 -2.9304
H -5.9307 1.5870 -2.4278
H -7.4510 0.7491 -2.9037
H -6.0041 0.6899 -3.9726
C -6.9062 -0.9062 -0.6416
H -6.7331 -1.8495 -0.1079
H -7.9394 -0.8646 -1.0100
H -6.7103 -0.0623 0.0322
Sn -0.1562 -0.1187 2.3356
C -1.4187 -2.7146 -1.2196
C -1.0667 -2.0947 -2.3586
C -1.9541 -1.2730 -3.2371
C -1.8360 0.2546 -3.0802
C -2.5861 0.8450 -1.9311
C -3.1044 0.2626 -0.8413
C -3.3603 -1.1942 -0.6340
C -2.2538 -2.1374 -0.1029
C -0.2920 1.9736 1.6766
H -0.9139 -3.6573 -0.9706
H -0.0575 -2.2373 -2.7720
H -3.0021 -1.5718 -3.0850
H -1.7536 -1.5381 -4.2930
H -0.7726 0.5553 -3.0602
H -2.2409 0.6994 -4.0039
H -2.7296 1.9359 -2.0229
H -3.4515 0.8941 -0.0062
H -3.6591 -1.6276 -1.6145
H -4.2434 -1.2926 0.0239
H -1.6558 -1.6154 0.6720
H -2.7554 -2.9772 0.4147
H 0.1024 2.6727 2.4314
H -1.3538 2.1530 1.4613
H 0.3205 1.9930 0.7609
C 5.6296 -0.1215 -0.4672
Si 4.8264 0.2956 1.1771
C 5.6587 -0.7179 2.5158
C 5.0552 2.1171 1.5661
C 3.0270 -0.0826 1.3510
C 1.8435 -0.3164 1.6390
H 6.7095 0.0746 -0.4141
H 5.2186 0.4706 -1.2942
H 5.4941 -1.1832 -0.7109
H 6.5960 -0.2399 2.8306
H 4.9878 -0.7988 3.3817
H 5.8741 -1.7337 2.1597
H 5.0542 2.7372 0.6602
H 4.2434 2.4711 2.2172
H 6.0100 2.2631 2.0912
*
```

Frontier orbital gap (spin up / spin down), eV: 2.332 / 3.245
Relative energy (zero: lowest compared OMol25 entry of this formula, charge and spin), kcal/mol: 71.2
HOMO level (spin up / spin down), Ha: -0.45356 / -0.48381
LUMO level (spin up / spin down), eV: -10.01 / -9.92
Largest force on an atom, hartree/bohr: 0.055

DFT (ωB97M-V/def2-TZVPD) results for a molecular structure, C20H41BBrCaCl5F5N2O11P.

Structure (ORCA input):
```
! wB97M-V def2-TZVPD RIJCOSX def2/J DEFGRID3
* xyz 0 1
C 3.3491 -1.2579 0.2931
O 2.1999 -1.9699 -0.3014
C 1.3532 -1.0664 -1.1066
C 0.0806 -0.4188 -0.2405
C -1.3207 -1.2528 -0.4172
P -2.8940 -0.2203 0.0871
F -2.4126 -0.5417 1.7775
Cl -3.3636 0.2344 -1.9352
C -2.6552 1.6563 0.4693
C -3.8874 2.6074 -0.0430
C -3.5228 3.6176 -1.2808
F -4.5770 3.3986 -2.3410
F -2.2254 3.3544 -1.9474
F -3.6907 5.0660 -0.8838
B -4.4983 -1.2223 0.3809
O -5.6302 -0.5071 1.0627
N -4.7397 -2.6794 0.0334
C -4.4467 -2.9991 -1.4156
C -6.2499 -2.9643 0.1764
H 2.8888 -0.4912 1.0796
H 4.0427 -2.0651 0.8169
H 3.9762 -0.6244 -0.4705
H 1.0168 -1.5368 -2.1286
H 2.0431 -0.1325 -1.3807
H 0.4509 -0.3050 0.8658
H -0.1028 0.6495 -0.7289
H -1.2280 -2.2373 0.2503
H -1.5276 -1.6242 -1.5231
H -2.6493 1.7345 1.6606
H -1.5850 2.0019 0.1287
H -4.1897 3.3057 0.8771
H -4.8707 2.0329 -0.3345
H -5.4571 0.4802 1.0788
H -4.9022 -2.1900 -2.1659
H -3.2988 -3.0769 -1.6682
H -4.9225 -4.0329 -1.7663
H -6.5200 -4.0370 -0.2696
H -6.5970 -2.9776 1.2940
H -6.8935 -2.1998 -0.4760
C -7.6934 -1.2713 3.8800
Cl -8.0911 -2.5097 2.6623
Cl -5.9345 -1.2601 4.1633
Cl -8.2103 0.3287 3.2905
Cl -8.5381 -1.6441 5.4038
C 7.3053 -2.4279 2.1394
C 7.9093 -1.3527 2.9766
O 7.2451 -0.1867 2.5450
C 6.0177 -0.6102 2.1320
O 5.0647 0.1288 1.9485
O 5.9820 -1.9663 1.9555
F 9.2273 -1.2159 2.7086
H 7.7929 -2.5297 1.1641
H 7.3155 -3.3999 2.6398
H 7.7593 -1.4847 4.0534
O 4.5626 3.3743 1.3639
H 4.5491 2.5366 1.8509
H 5.1741 3.2089 0.6307
C -1.9377 3.9899 -7.6789
C -2.6690 2.7292 -7.3405
O -2.6247 1.6857 -7.9623
N -3.5728 2.6736 -6.2573
C -2.9233 2.2191 -5.0063
H -0.8863 3.7585 -7.8689
H -2.3894 4.4445 -8.5641
H -1.9934 4.6951 -6.8456
H -4.0108 3.5865 -6.1230
H -4.2451 1.9523 -6.5437
H -3.6586 2.3142 -4.2044
H -2.0600 2.8591 -4.8044
H -2.6238 1.1747 -5.1261
Br -6.0381 2.4323 -5.6337
C 5.0835 -2.7660 7.3772
C 6.1633 -3.2329 6.4141
C 7.2564 -4.0027 7.1381
O 6.7350 -2.1021 5.7615
H 5.4988 -2.0922 8.1350
H 4.3098 -2.2030 6.8442
H 4.6129 -3.6143 7.8840
H 5.7173 -3.8670 5.6403
H 7.7488 -3.3727 7.8874
H 8.0328 -4.3218 6.4346
H 6.8511 -4.8880 7.6378
H 7.1335 -1.5333 6.4410
C 1.1801 5.1418 -7.0538
O 1.6155 4.4114 -6.1771
O 0.3315 6.0257 -6.8886
O 1.5206 5.1100 -8.2419
Ca 3.8619 3.5653 -0.2904
*
```

Frontier orbital gap, eV: 1.851
HOMO level, Ha: -0.21980
LUMO level, eV: -4.13
Largest force on an atom, hartree/bohr: 0.228